C29H24F6O5 | ωB97M-V with the def2-TZVPD basis set

Values from the calculation:
Maximum force in eV/Å: 5.077
Structure (SMILES): CCOC(=O)C(C(=O)OCC)(C(=O)c1ccccc1)C(c1ccc(C(F)(F)F)cc1)c1ccc(C(F)(F)F)cc1
HOMO-LUMO gap in eV: 9.125

```
! RIJCOSX wB97M-V def2-TZVPD def2/J DEFGRID3
* xyz 0 1
C 1.10 -1.69 0.96
C -3.20 2.08 2.29
H -1.93 -5.52 0.75
F 6.36 1.62 -2.15
H 0.12 -1.28 3.55
H 4.82 -0.09 -1.48
H -1.14 2.66 2.04
O -1.45 0.60 1.74
C -3.26 0.50 -2.51
H -0.99 -5.23 -0.75
C -1.96 -5.10 -0.26
C -1.23 1.97 -1.32
H 0.27 -1.19 -1.28
C 3.95 1.68 -2.35
C 3.23 -1.76 2.25
C 0.02 -0.70 0.40
H -3.44 2.15 1.24
C 3.91 0.45 -1.70
C 4.00 -1.67 3.40
O -2.42 -1.17 0.23
C 0.20 -0.04 -0.99
H -2.74 -5.65 -0.82
H -2.62 -3.20 -1.08
H -3.79 1.28 2.72
F -5.81 1.63 -1.95
H 3.72 -2.00 1.30
C 2.69 -0.12 -1.37
H 5.10 -1.75 3.37
H 2.66 -1.13 -0.96
C -0.21 0.45 1.32
O -1.13 -2.96 0.41
C 1.96 -1.31 4.70
H -1.88 -1.12 -2.56
H -4.03 -0.07 -3.04
C 2.77 2.31 -2.72
H 0.65 2.22 -2.73
O 1.44 -2.66 0.23
C 3.35 -1.46 4.65
F 5.53 2.43 -4.02
H -1.51 1.66 3.51
C -1.04 0.58 -1.47
H -0.43 2.60 -0.94
C -2.04 -0.09 -2.21
H -2.58 3.65 -1.44
C 1.20 -1.35 3.52
F 5.37 3.58 -2.16
C 5.29 2.31 -2.67
C -2.31 -3.65 -0.13
H -3.41 3.01 2.82
C -1.29 -1.62 0.36
C -4.82 2.46 -2.42
C -3.47 1.84 -2.19
C 1.83 -1.53 2.28
H -3.12 -3.54 0.58
F -5.08 2.69 -3.74
F -4.95 3.65 -1.78
H 1.43 -1.16 5.65
C 1.54 1.72 -2.35
C -2.45 2.59 -1.61
O 0.75 1.19 1.70
C -1.74 1.82 2.45
C 1.47 0.57 -1.52
H 3.93 -1.37 5.57
H 2.81 3.23 -3.30
*
```

Here are the Löwdin charges for atoms 1 to 8, given in e: atom 1 (C): -0.196, atom 2 (C): -0.057, atom 3 (H): 0.083, atom 4 (F): 0.116, atom 5 (H): 0.119, atom 6 (H): 0.118, atom 7 (H): 0.134, atom 8 (O): 0.011